1.
ORCA calculation (ωB97M-V with the def2-TZVPD basis set) on a molecular structure, C34H93N8O9Pd.

```
145
Properties=species:S:1:pos:R:3
Pd -1.10152 -3.71924 2.75970
C 0.90181 -0.65543 0.71535
C -0.01568 -0.38707 1.89652
O -0.78401 -1.53042 2.26497
H 1.35674 0.28610 0.40769
H 0.26157 -1.01213 -0.09147
H 1.63496 -1.37157 1.08647
H -0.57989 0.51368 1.65486
H 0.70252 -0.04864 2.64334
C -0.25338 3.48355 3.15112
C -1.02813 4.34494 4.15770
C -0.28074 5.51901 4.82163
O 1.09943 5.22940 5.19332
C 1.76530 6.40043 5.69744
N -2.14190 4.76430 3.31714
H 0.37312 2.74073 3.64490
H 0.35914 3.93623 2.37139
H -0.82524 2.78144 2.54438
H -1.32449 3.77441 5.03791
H -0.85664 5.90500 5.66273
H -0.20605 6.25106 4.01750
H 2.14576 7.02662 4.89044
H 2.73692 6.09374 6.08471
H 1.21971 6.97608 6.44514
H -2.48331 5.71337 3.37009
H -1.94227 4.65927 2.33265
C 1.89416 -2.35710 4.64167
C 2.16741 -3.44901 3.62264
C 3.29788 -4.34229 4.18808
O 3.48396 -5.48431 3.45044
C 4.55965 -6.25807 3.91528
N 1.01051 -4.26265 3.47152
H 0.85732 -2.02083 4.63946
H 2.48932 -1.48818 4.36086
H 2.24912 -2.54262 5.65542
H 2.40573 -2.94593 2.68552
H 3.11794 -4.65667 5.21612
H 4.25178 -3.82084 4.26726
H 4.85035 -7.01882 3.19081
H 4.43934 -6.68560 4.91069
H 5.46821 -5.66664 4.02857
H 1.39388 -5.12814 3.11927
H 1.05104 -4.55411 4.43769
C -5.50680 -1.95154 -4.57658
C -5.35194 -0.63187 -3.83939
C -3.90864 -0.11085 -3.61598
O -3.12339 -1.13560 -2.87479
C -3.04277 -0.76437 -1.51237
N -6.04139 0.41748 -4.53053
H -6.50445 -2.37058 -4.44538
H -4.78229 -2.61954 -4.11080
H -5.37491 -1.98679 -5.65800
H -5.73559 -0.74372 -2.82528
H -3.82791 0.94926 -3.37563
H -3.50994 0.00855 -4.62340
H -4.02297 -0.56512 -1.07924
H -2.37185 0.08940 -1.41721
H -2.54446 -1.56713 -0.96889
H -5.46590 0.84100 -5.24435
H -6.75441 -0.08717 -5.03750
C -0.87772 -4.09986 -2.00713
C -0.24559 -4.60268 -0.69770
C 1.28471 -4.25859 -0.63063
O 1.99990 -4.63078 -1.71844
C 2.15874 -6.04992 -1.77966
N -1.04387 -3.99851 0.34983
H -0.85533 -3.04062 -2.26328
H -1.91720 -4.42478 -2.05204
H -0.40728 -4.58589 -2.86185
H -0.48477 -5.66433 -0.63601
H 1.85237 -4.53967 0.25642
H 1.47032 -3.18461 -0.61584
H 2.98504 -6.40125 -2.39763
H 1.38949 -6.51311 -2.39756
H 2.23389 -6.57013 -0.82476
H -1.02746 -2.98926 0.31436
H -1.94798 -4.44699 0.31041
C 3.67655 -0.66458 -2.37745
C 3.20501 -1.14118 -3.78132
C 2.23780 -2.36085 -3.72915
O 1.81521 -2.64215 -5.04781
C 0.75195 -3.49272 -5.11660
N 2.54232 -0.03291 -4.37443
H 2.91258 -0.43658 -1.63417
H 4.33855 0.19967 -2.43144
H 4.19953 -1.49115 -1.89642
H 4.09071 -1.29373 -4.39806
H 1.42388 -2.14722 -3.03631
H 2.77768 -3.24200 -3.38244
H 0.98658 -4.38138 -4.53065
H 0.43732 -3.72508 -6.13400
H -0.05109 -2.90171 -4.67622
H 1.92286 0.29233 -3.64603
H 1.87397 -0.35769 -5.05848
C -2.43578 -0.00335 5.24740
C -3.54978 0.21890 4.28145
C -3.30036 1.44887 3.36809
O -4.29060 1.49848 2.39014
C -3.98816 2.26426 1.22964
N -3.65047 -0.94216 3.40736
H -2.38695 -0.97946 5.73001
H -2.31350 0.74379 6.03158
H -1.52546 0.05171 4.65043
H -4.48321 0.38591 4.81894
H -2.31192 1.33729 2.92240
H -3.30030 2.34643 3.98654
H -4.73355 2.05703 0.46183
H -3.04288 1.99379 0.75911
H -3.92296 3.33452 1.42553
H -4.09863 -0.49809 2.61865
H -2.70617 -1.02368 3.05846
C -0.57231 1.31073 -4.66165
C 0.14717 2.00417 -3.48277
C -0.76099 3.07600 -2.75839
O -2.04686 2.52412 -2.43866
C -3.04846 3.49248 -2.01454
N 0.47183 0.93977 -2.60304
H -1.46407 0.72701 -4.43332
H 0.07131 0.71122 -5.30541
H -0.80288 2.12130 -5.35296
H 1.06448 2.45806 -3.85779
H -0.92282 3.93356 -3.41145
H -0.29308 3.36417 -1.81705
H -2.66054 4.12726 -1.21789
H -3.81628 2.85165 -1.58110
H -3.32300 4.17821 -2.81610
H -0.37313 0.38977 -2.54266
H 0.81850 1.21686 -1.69576
C 1.92586 5.35711 -1.40133
C 3.00641 4.37521 -0.90680
C 2.94196 2.95358 -1.44922
O 4.16781 2.26428 -1.09474
C 4.30894 1.86303 0.22428
N 4.31606 4.97918 -1.24722
H 0.99905 4.87638 -1.08823
H 1.71568 5.36483 -2.47085
H 2.12411 6.38015 -1.08169
H 3.00039 4.31957 0.18176
H 2.83542 3.11170 -2.52241
H 2.09891 2.42351 -1.00603
H 5.21904 1.26939 0.31041
H 3.40951 1.36665 0.58860
H 4.63102 2.72725 0.80522
H 4.92152 4.18904 -1.41806
H 4.36976 5.57393 -2.06177
```

As for the net charge: +1. Its molar mass is 864.585 g mol⁻¹. Its energy above the lowest of the compared OMol25 structures with the same formula, charge and spin is 567.3 kJ/mol. As for the gap between HOMO and LUMO (alpha / beta): 0.251 / 0.169 hartree. The value obtained for the largest force on an atom is 2.9 eV Å⁻¹. As for the multiplicity: 3.


2.
ORCA calculation (ωB97M-V with the def2-TZVPD basis set) on a molecular structure, C31H52BrIrN4P3.

```
92
Properties=species:S:1:pos:R:3
N 0.16246 3.81704 -4.52722
C 1.03432 4.09379 -3.55792
C 1.60855 3.11122 -2.75363
C 1.19386 1.76161 -2.93218
C 0.32567 1.47793 -4.03171
C -0.16467 2.55025 -4.78126
C 1.62145 0.72073 -2.05472
Ir 0.01016 -0.30585 0.28866
P 0.26004 -1.92285 1.77860
C 0.95575 -0.52300 -1.98429
C 1.73676 -1.75157 -1.75279
C 1.33383 -2.94490 -2.38526
C 1.90906 -4.14758 -1.97851
C 2.77333 -4.06440 -0.88335
C 3.46131 -2.90413 -0.52516
C 2.88243 -1.70750 -0.95626
Br 2.98022 -5.64327 0.24252
H 2.49213 0.90277 -1.41538
H 0.01813 -0.69832 -2.51961
H 2.35895 3.37540 -2.01101
H 0.06682 0.44996 -4.31162
H 1.29998 5.13853 -3.40290
H -0.84576 2.34819 -5.61483
H 0.57119 -2.92609 -3.16279
H 3.30029 -0.75677 -0.63333
H 1.63232 -5.11027 -2.41204
H 4.34434 -2.94216 0.11142
P -2.15036 -0.02613 -0.33202
C 1.94382 -1.82375 2.47558
C 2.52551 -3.16705 2.88870
H 1.89951 -1.13228 3.33221
H 2.58380 -1.35432 1.71004
H 3.52736 -3.00413 3.30656
H 1.92047 -3.67789 3.65005
H 2.64860 -3.84137 2.02887
C 0.03358 -3.48135 0.86258
C -0.28710 -4.71954 1.68853
H 0.97549 -3.62448 0.32142
H -0.73326 -3.32659 0.08778
H -0.31070 -5.58257 1.00925
H 0.48433 -4.92201 2.44393
H -1.26698 -4.64073 2.17689
C -0.99701 -1.74987 3.08426
C -0.70323 -2.56075 4.33740
H -1.95924 -2.04514 2.63627
H -1.05883 -0.67471 3.32377
H -1.52887 -2.40540 5.04135
H -0.63866 -3.63644 4.13052
H 0.22110 -2.23644 4.83266
C -3.48208 0.76667 0.68391
C -3.87240 0.06794 1.98153
H -4.36326 0.83901 0.02383
H -3.18269 1.80460 0.89257
H -4.70202 0.62180 2.44176
H -4.21538 -0.96211 1.80646
H -3.05052 0.04705 2.70451
C -2.84645 -1.71022 -0.62477
C -2.37176 -2.39586 -1.90307
H -3.94344 -1.60676 -0.62319
H -2.58660 -2.30981 0.26423
H -2.79741 -3.40925 -1.94071
H -2.70574 -1.85652 -2.79694
H -1.27727 -2.48965 -1.93664
C -2.34898 0.87275 -1.93627
C -2.41506 2.39751 -1.83105
H -3.25413 0.47799 -2.42749
H -1.50444 0.58849 -2.58203
H -2.49327 2.82367 -2.84091
H -3.28400 2.73492 -1.25218
H -1.49943 2.80111 -1.37285
C 0.38225 3.53100 3.94247
N 1.66889 2.93595 3.51039
C 2.30727 3.82403 2.51168
N 1.43051 4.07654 1.34360
C 0.15446 4.65675 1.81022
N -0.52667 3.78459 2.80616
C -1.02549 2.56633 2.20294
P 0.40002 1.51734 1.50720
C 1.50958 1.56827 3.02572
C 1.23841 2.87532 0.54129
H 0.59279 4.49397 4.42636
H -0.11043 2.84939 4.65427
H 3.24068 3.35056 2.16275
H 2.51387 4.79364 2.98854
H -0.51881 4.79201 0.95193
H 0.37149 5.62300 2.29754
H -1.57796 1.97529 2.94845
H -1.69886 2.82403 1.37160
H 2.49223 1.15645 2.75584
H 1.07224 0.95021 3.82393
H 0.62748 3.11861 -0.33852
H 2.21643 2.49890 0.20438
```

As for the net charge: +4. Its molar mass is 845.828 g mol⁻¹. Its energy above the lowest of the compared OMol25 structures with the same formula, charge and spin is 0.0 kJ/mol. As for the gap between HOMO and LUMO (alpha / beta): 0.237 / 0.169 hartree. The value obtained for the largest force on an atom is 3.4 eV Å⁻¹. As for the multiplicity: 6.


3.
ORCA calculation (ωB97M-V with the def2-TZVPD basis set) on a molecular structure, C21H35EuFP2.

```
60
Properties=species:S:1:pos:R:3
P 0.18421 -1.68556 -5.36765
P 0.10440 2.24723 -4.91114
C -0.03787 -0.20892 -6.37475
C 0.85850 0.96064 -5.95579
H -1.10557 0.05785 -6.38487
H 0.18237 -0.49739 -7.41543
H 1.80582 0.63861 -5.50434
H 1.12136 1.50990 -6.86768
C -0.75294 3.23763 -6.17435
H -1.14358 4.17078 -5.75776
H -1.59187 2.68955 -6.62328
H -0.00356 3.49389 -6.93602
C 1.39993 3.28290 -4.24208
H 1.50809 4.07847 -4.99976
H 2.35466 2.75575 -4.13555
H 1.13174 3.74470 -3.28211
C -0.92569 -2.99958 -5.88422
H -0.96688 -3.76416 -5.09945
H -0.58918 -3.47254 -6.81370
H -1.93968 -2.60092 -6.01658
C 1.90105 -2.32018 -5.39161
H 2.65664 -1.52534 -5.30382
H 2.10729 -2.89606 -6.30944
H 2.06163 -3.01401 -4.55746
Eu 2.37227 0.79884 -0.99627
C -1.13122 1.77028 -3.57956
C -2.50488 1.41708 -3.83587
C -3.08256 0.08878 -3.90062
C -2.70730 -0.87244 -2.72820
C -1.65450 -1.81746 -3.03930
C -0.35248 -1.51501 -3.61570
C 0.43358 -0.41147 -2.78247
C -0.16502 0.99164 -2.55567
C 1.82703 -1.41588 -0.11752
H -1.17845 2.78313 -3.11438
H -3.21916 2.26118 -3.88261
H -2.92107 -0.41585 -4.88496
H -4.17859 0.25715 -3.85527
H -2.51810 -0.29563 -1.81285
H -3.60044 -1.47238 -2.48098
H -1.85190 -2.88158 -2.84925
H 0.21508 -2.44396 -3.32061
H 1.52362 -0.38471 -3.12164
H 0.43184 -0.87752 -1.76397
H -0.61568 1.02642 -1.54660
H 0.69228 1.72627 -2.44061
H 2.72972 -1.53550 0.51982
H 1.66818 -2.29756 -0.76639
H 0.93853 -1.27173 0.53250
F -1.28192 3.72802 3.70279
C -0.61482 3.01638 2.73699
C 0.38332 3.66419 2.01500
C 1.04735 2.92248 0.99356
C 0.66376 1.62270 0.75198
C -0.31978 0.98546 1.48561
C -0.96074 1.68292 2.53872
H 0.64414 4.70217 2.21765
H 1.83677 3.40384 0.39075
H -0.61916 -0.04328 1.25833
H -1.70999 1.20197 3.16503
```

As for the net charge: 0. Its molar mass is 520.421 g mol⁻¹. Its energy above the lowest of the compared OMol25 structures with the same formula, charge and spin is 0.0 kJ/mol. As for the gap between HOMO and LUMO (alpha / beta): 0.136 / 0.136 hartree. The value obtained for the largest force on an atom is 4.0 eV Å⁻¹. As for the multiplicity: 8.